[1]
{
  "formula": "C4H6N2",
  "method": "ωB97M-V with the def2-TZVPD basis set",
  "symbols": ["N", "C", "C", "C", "C", "N", "H", "H", "H", "H", "H", "H"],
  "xyz": [[-1.404, 0.920, 0.644], [-0.565, 0.232, -0.008], [-0.747, -0.590, -1.235], [0.460, -1.067, -1.542], [1.373, -0.554, -0.495], [0.806, 0.185, 0.386], [0.379, 1.499, 2.996], [-2.318, 0.837, 0.195], [-1.678, -0.725, -1.766], [0.736, -1.679, -2.388], [2.436, -0.768, -0.472], [0.523, 1.712, 3.686]],
  "forces_ev_per_a": [[0.0, -0.2, -0.3], [-0.2, 0.2, 0.3], [0.1, -0.1, -0.2], [-0.3, 0.1, -0.1], [0.2, 0.1, 0.1], [0.2, -0.2, -0.2], [-0.1, -0.1, -0.3], [0.0, 0.0, 0.1], [0.0, 0.0, 0.1], [0.0, 0.0, 0.1], [0.0, 0.0, 0.1], [0.1, 0.1, 0.3]],
  "smiles": "[H]/N=C1\\C=CC=N1.[H][H]",
  "energy_ha": -265.4472,
  "homo_lumo_gap_ev": 9.515,
  "de_lowest_kcal_mol": 55.5,
  "lumo_ha": -0.0284,
  "homo_energy_ha": -0.3780
}

=====

[2]
{
  "formula": "C36H26Cl2F4N8O4V",
  "method": "ωB97M-V with the def2-TZVPD basis set",
  "symbols": ["V", "C", "C", "N", "C", "C", "N", "C", "C", "H", "H", "H", "H", "H", "H", "H", "H", "H", "H", "H", "H", "F", "C", "C", "F", "C", "C", "C", "F", "C", "C", "C", "N", "C", "N", "F", "C", "C", "N", "C", "N", "Cl", "C", "C", "C", "C", "C", "Cl", "C", "N", "C", "C", "C", "C", "C", "C", "C", "C", "O", "O", "H", "H", "H", "H", "H", "H", "H", "H", "H", "H", "O", "C", "C", "C", "C", "O", "N", "H", "H", "H", "H"],
  "xyz": [[0.941, 0.659, -0.773], [3.355, 1.623, -2.117], [4.701, 1.325, -2.811], [5.339, 0.166, -2.200], [4.549, -1.023, -2.478], [3.076, -0.804, -2.058], [2.999, 0.451, -1.232], [4.004, 0.378, -0.138], [5.419, 0.366, -0.760], [2.553, 1.766, -2.842], [3.406, 2.508, -1.479], [5.367, 2.184, -2.727], [4.553, 1.116, -3.870], [4.985, -1.855, -1.924], [4.607, -1.257, -3.540], [2.690, -1.636, -1.463], [2.420, -0.669, -2.919], [3.801, -0.537, 0.424], [3.840, 1.231, 0.524], [6.014, -0.437, -0.323], [5.936, 1.307, -0.571], [1.747, -1.017, 6.284], [1.914, -2.010, 5.429], [2.305, -3.219, 5.907], [2.493, -3.342, 7.207], [2.507, -4.357, 5.053], [2.326, -4.115, 3.645], [1.956, -2.901, 3.175], [1.798, -2.739, 1.854], [1.703, -1.785, 4.033], [1.259, -0.586, 3.533], [1.243, -0.270, 2.139], [1.130, 0.052, 1.057], [0.711, 0.459, 4.338], [0.223, 1.286, 4.966], [2.534, -5.087, 2.773], [2.837, -5.605, 5.548], [3.127, -5.843, 6.925], [3.402, -6.085, 8.013], [2.899, -6.774, 4.726], [2.917, -7.734, 4.099], [-6.677, -2.366, -2.847], [-6.244, -0.832, -3.560], [-6.863, -0.456, -4.735], [-6.541, 0.765, -5.315], [-5.568, 1.560, -4.736], [-4.938, 1.139, -3.575], [-3.579, 2.088, -3.009], [-5.292, -0.038, -2.923], [-4.703, -0.469, -1.738], [-4.334, 0.355, -0.678], [-5.121, 1.446, -0.321], [-4.749, 2.281, 0.715], [-3.575, 2.039, 1.428], [-2.822, 0.927, 1.088], [-3.191, 0.070, 0.054], [-2.324, -1.141, -0.252], [-1.674, -0.943, -1.582], [-2.100, -1.166, -2.659], [-0.342, -0.368, -1.526], [-7.594, -1.116, -5.176], [-7.030, 1.079, -6.225], [-5.261, 2.490, -5.190], [-4.454, -1.445, -1.699], [-6.035, 1.629, -0.870], [-5.385, 3.113, 0.982], [-3.263, 2.679, 2.239], [-1.920, 0.722, 1.645], [-2.874, -2.084, -0.294], [-1.585, -1.229, 0.540], [0.314, 3.005, 1.916], [0.195, 3.326, 0.765], [-0.089, 4.713, 0.214], [-0.102, 4.566, -1.304], [0.201, 3.111, -1.530], [0.366, 2.502, -2.576], [0.346, 2.441, -0.324], [0.692, 5.385, 0.572], [-1.034, 5.064, 0.629], [0.637, 5.178, -1.820], [-1.073, 4.789, -1.750]],
  "forces_ev_per_a": [[-1.1, 0.3, -1.5], [-0.1, -0.3, 0.0], [0.1, 0.1, 0.0], [0.0, 0.0, 0.0], [0.0, -0.2, 0.0], [0.1, 0.2, 0.1], [-0.3, 0.2, -0.5], [-0.3, -0.1, 0.1], [0.1, 0.0, 0.0], [0.0, 0.0, 0.1], [0.0, -0.1, 0.0], [0.0, 0.0, 0.0], [0.0, 0.0, 0.0], [0.0, 0.0, -0.1], [0.0, 0.0, 0.0], [0.0, 0.0, 0.0], [0.0, 0.0, 0.0], [0.0, 0.0, 0.0], [0.1, -0.1, 0.0], [0.0, 0.0, 0.0], [0.0, 0.0, 0.0], [0.0, 0.0, -0.1], [0.0, -0.4, 0.4], [-0.1, 0.5, 0.1], [0.0, 0.0, -0.2], [0.2, -0.6, 0.1], [-0.1, 0.4, -0.4], [0.3, -0.5, -0.1], [0.1, 0.0, 0.3], [0.0, -0.1, -0.2], [-0.1, 0.6, -0.4], [-0.3, -0.8, 2.2], [0.2, 0.1, -0.7], [0.1, 0.0, 0.1], [-0.1, 0.1, 0.0], [0.0, 0.1, 0.2], [-0.1, 0.3, -0.1], [0.0, 0.0, -0.2], [0.0, -0.1, 0.2], [0.0, 0.2, 0.1], [0.0, -0.2, -0.1], [0.1, 0.2, 0.0], [-0.4, -0.3, 0.0], [0.1, 0.2, -0.1], [0.0, -0.1, 0.1], [0.0, -0.1, 0.1], [0.4, 0.4, -0.1], [-0.2, -0.1, -0.1], [0.1, -0.2, 0.3], [-0.1, 0.1, 0.0], [-0.3, -0.2, -0.2], [-0.1, 0.2, 0.1], [0.1, 0.0, 0.1], [-0.1, -0.1, -0.3], [0.0, 0.1, 0.0], [0.3, -0.1, 0.5], [-0.2, 0.2, 0.1], [2.5, 0.8, -0.4], [-0.3, -0.4, -0.1], [-0.8, -0.3, 0.5], [0.0, 0.0, 0.0], [0.0, 0.0, 0.0], [0.0, 0.0, 0.0], [0.0, 0.1, -0.1], [0.0, 0.0, 0.0], [0.0, 0.0, 0.0], [0.0, 0.0, 0.0], [0.2, -0.1, 0.1], [-0.2, 0.1, 0.0], [0.2, -0.1, -0.1], [0.0, -0.1, 0.1], [0.1, -0.4, -0.3], [0.0, 0.1, 0.2], [-0.3, 0.0, -0.2], [0.2, -0.3, 0.4], [0.1, -0.1, 0.1], [0.1, 0.5, 0.0], [-0.1, 0.0, 0.0], [0.0, 0.0, 0.0], [0.0, 0.0, 0.0], [0.0, 0.0, 0.0]],
  "multiplicity": 3,
  "energy_ha": -4390.0674,
  "homo_lumo_gap_ev": [3.477, 3.693],
  "charge": 1,
  "lumo_ha": [-0.2305, -0.2226],
  "homo_energy_ha": [-0.3583, -0.3583],
  "s2": 2.33
}

=====

[3]
{
  "formula": "C24H38N6S",
  "method": "ωB97M-V with the def2-TZVPD basis set",
  "symbols": ["C", "C", "C", "C", "N", "C", "H", "H", "H", "C", "C", "N", "C", "N", "C", "C", "C", "C", "N", "C", "N", "C", "H", "C", "N", "C", "C", "H", "H", "H", "H", "H", "C", "C", "H", "H", "H", "H", "H", "H", "H", "C", "C", "C", "H", "H", "H", "H", "C", "C", "H", "H", "H", "H", "S", "H", "H", "H", "H", "H", "H", "H", "H", "H", "H", "H", "H", "H", "H"],
  "xyz": [[2.220, 0.437, -3.113], [1.513, 1.767, -2.878], [1.452, 2.152, -1.398], [2.795, 2.682, -0.883], [2.914, 2.511, 0.560], [2.115, 3.482, 1.280], [1.074, 3.381, 0.980], [2.189, 3.291, 2.351], [2.437, 4.517, 1.090], [4.293, 2.499, 1.031], [5.040, 1.253, 0.540], [4.116, 0.145, 0.517], [4.456, -1.046, 0.000], [3.486, -1.978, -0.216], [2.098, -1.864, -0.099], [1.484, -1.156, 0.913], [0.085, -1.041, 0.961], [-0.706, -1.698, -0.016], [-2.047, -1.646, -0.032], [-2.684, -0.965, 0.904], [-4.045, -1.034, 0.892], [-4.926, -0.091, 1.535], [-4.441, 0.401, 2.375], [-5.412, 0.954, 0.526], [-6.107, 0.289, -0.560], [-6.730, 1.217, -1.489], [-7.965, 1.881, -0.890], [-7.702, 2.601, -0.120], [-8.512, 2.405, -1.669], [-8.611, 1.124, -0.455], [-7.037, 0.639, -2.364], [-6.017, 1.990, -1.831], [-5.204, -0.637, -1.223], [-4.710, -1.679, -0.219], [-4.004, -2.359, -0.692], [-5.567, -2.235, 0.175], [-5.745, -1.137, -2.029], [-4.331, -0.117, -1.656], [-6.100, 1.638, 1.024], [-4.544, 1.533, 0.157], [-5.793, -0.645, 1.909], [-1.972, -0.262, 1.919], [-0.608, -0.293, 1.957], [0.148, 0.445, 3.017], [0.849, 1.146, 2.565], [0.715, -0.252, 3.632], [-0.533, 0.997, 3.661], [-2.504, 0.292, 2.675], [-0.056, -2.456, -1.015], [1.305, -2.532, -1.056], [1.797, -3.109, -1.826], [-0.668, -2.966, -1.741], [2.073, -0.722, 1.704], [3.825, -2.789, -0.716], [6.021, -1.431, -0.385], [3.147, 0.446, 0.481], [5.870, 1.021, 1.213], [5.475, 1.408, -0.456], [4.252, 2.475, 2.123], [4.851, 3.400, 0.731], [3.596, 2.117, -1.356], [2.919, 3.739, -1.174], [1.167, 1.275, -0.812], [0.679, 2.909, -1.259], [2.016, 2.559, -3.436], [0.493, 1.689, -3.262], [3.245, 0.459, -2.750], [1.692, -0.365, -2.601], [2.247, 0.208, -4.176]],
  "forces_ev_per_a": [[-0.1, 0.2, 0.0], [-0.1, -0.1, 0.2], [0.1, 0.2, -0.2], [-0.3, -0.2, 0.0], [0.2, 0.2, 0.1], [0.0, -0.1, 0.0], [-0.1, 0.1, 0.0], [0.0, 0.0, 0.0], [0.0, 0.0, 0.0], [0.0, -0.2, 0.1], [0.3, 0.2, 0.0], [-0.4, -0.2, -0.2], [0.2, 0.0, 0.0], [0.0, -0.2, -0.1], [-0.4, 0.3, 0.3], [0.2, -0.2, -0.2], [-0.4, -0.2, -0.4], [0.5, 0.3, 0.4], [-0.6, 0.2, 0.1], [0.6, -0.4, -0.3], [-0.3, -0.1, 0.1], [0.0, 0.4, 0.1], [0.0, -0.1, 0.0], [-0.1, -0.1, 0.3], [0.0, 0.0, -0.1], [-0.2, 0.0, 0.1], [0.2, -0.1, -0.1], [0.0, 0.1, 0.1], [-0.1, 0.1, 0.0], [-0.1, -0.1, 0.0], [0.1, 0.0, 0.0], [0.0, -0.1, 0.0], [0.0, -0.3, 0.1], [0.0, -0.1, -0.5], [-0.2, 0.0, 0.0], [0.0, 0.0, 0.0], [0.0, 0.0, 0.0], [0.0, 0.0, 0.0], [0.0, 0.0, 0.0], [-0.1, 0.0, 0.0], [0.0, 0.1, 0.0], [0.2, 0.1, 0.1], [-0.3, 0.0, 0.0], [-0.1, -0.1, 0.0], [0.1, 0.1, 0.0], [0.1, 0.0, 0.1], [0.0, 0.0, 0.0], [0.0, 0.0, 0.1], [0.2, 0.0, 0.0], [-0.1, 0.0, 0.1], [0.0, 0.0, -0.1], [-0.1, -0.1, -0.1], [0.1, 0.1, 0.1], [0.1, 0.2, 0.1], [0.6, -0.2, -0.2], [0.0, -0.1, 0.1], [-0.1, 0.1, -0.1], [0.0, -0.1, 0.1], [0.0, 0.1, 0.0], [0.0, 0.0, 0.0], [0.1, 0.0, 0.0], [0.1, 0.0, 0.0], [0.0, 0.0, 0.1], [-0.1, 0.0, 0.1], [-0.1, 0.1, -0.1], [0.0, 0.1, -0.1], [0.2, -0.1, 0.0], [0.0, -0.1, 0.0], [0.1, -0.1, -0.1]],
  "smiles": "CCCCN(C)CCNC(=S)Nc1ccc2nc(N3CCN(CC)CC3)cc(C)c2c1",
  "energy_ha": -1664.0783,
  "homo_lumo_gap_ev": 7.740,
  "de_lowest_kcal_mol": 0.6,
  "lumo_ha": 0.0133,
  "homo_energy_ha": -0.2711
}